C3H7NO | ωB97M-V/def2-TZVPD

Output
F_max = 1.09 eV/Å
Net charge = 0
Spin multiplicity = 1
HOMO energy = -9.5 eV
Energy above the lowest of the compared OMol25 structures with the same formula, charge and spin = 110.91 kJ/mol
Total energy = -248.4843 Ha

Geometry (Å):
C: -0.317 -0.663 1.151
C: 0.372 -0.179 -0.164
N: -0.338 -0.688 -1.324
C: 0.511 1.320 -0.122
O: -0.179 2.082 -0.748
H: -0.866 -1.561 0.868
H: -1.028 0.083 1.495
H: 0.444 -0.887 1.893
H: 1.379 -0.605 -0.158
H: 0.064 -0.282 -2.163
H: -1.295 -0.347 -1.311
H: 1.252 1.726 0.583